15
Properties=species:S:1:pos:R:3 method="wB97M-V/def2-TZVPD" homo_energy_ev=-10.0 smiles="[H][H].CC=O.C=C" orbital_gap_ev=11.137 e_lumo_ev=1.1 de_lowest_kcal_mol=53.6
C -1.124 1.586 -0.597
C -0.873 1.599 0.708
C 0.767 -1.183 -0.025
C 1.858 -0.617 0.839
O -0.232 -1.716 0.402
H -2.018 -1.734 -2.104
H -0.989 2.470 -1.217
H -1.487 0.689 -1.095
H -0.522 2.495 1.215
H -1.017 0.710 1.319
H 0.921 -1.080 -1.120
H 1.962 0.454 0.626
H 1.616 -0.765 1.894
H 2.815 -1.095 0.601
H -1.677 -1.814 -1.445

12
Properties=species:S:1:pos:R:3 method="wB97M-V/def2-TZVPD" homo_energy_ev=-8.9 orbital_gap_ev=9.528 e_lumo_ev=0.6 de_lowest_kcal_mol=32.6
C 0.454 -1.243 -0.008
C 0.381 1.195 0.338
C 0.678 1.314 1.650
H -2.216 0.210 -1.106
H 1.208 -1.181 0.751
H -0.432 -2.128 -1.425
H 0.458 2.092 -0.253
H 1.071 2.225 2.099
N -0.044 0.055 -0.389
N 0.180 -2.326 -0.590
F 0.712 0.302 2.525
S -1.033 0.273 -1.738

16
Properties=species:S:1:pos:R:3 method="wB97M-V/def2-TZVPD" homo_energy_ev=-9.5 smiles="CC(=O)C(C)C" orbital_gap_ev=10.513 e_lumo_ev=1.0 de_lowest_kcal_mol=0.4
C 1.724 -0.678 -0.535
C 0.470 0.160 -0.311
C 0.551 0.998 0.976
C -0.775 -0.726 -0.279
O -0.696 -1.935 -0.326
C -2.120 -0.037 -0.158
H 1.720 -1.132 -1.531
H 1.778 -1.493 0.193
H 2.623 -0.060 -0.440
H 0.342 0.858 -1.152
H 0.492 0.362 1.866
H -0.251 1.741 1.033
H 1.504 1.536 1.014
H -2.246 0.364 0.854
H -2.203 0.803 -0.855
H -2.913 -0.762 -0.349

50
Properties=species:S:1:pos:R:3 method="wB97M-V/def2-TZVPD" homo_energy_ev=-9.2 smiles="CC[C@@H](C)[C@@H](NC(C)=O)C(=O)N[C@@H](C(=O)NC)[C@H](C)CC" orbital_gap_ev=9.943 e_lumo_ev=0.7 de_lowest_kcal_mol=5.4
O 1.470 -2.688 -2.105
O -1.218 3.530 0.585
O -1.654 -0.771 -0.426
C 0.609 -3.354 -1.581
C -1.400 2.408 0.154
C -0.450 -0.640 -0.199
N -2.467 1.683 0.491
N 0.201 0.535 -0.422
N 0.097 -3.046 -0.392
C 0.096 -4.593 -2.300
C -3.572 2.040 1.380
C 1.096 4.775 -2.908
C 0.113 -4.405 2.497
C 1.725 3.077 -0.361
C 0.830 -0.681 2.578
C 0.102 3.998 -2.098
C 1.047 -3.200 2.345
C -0.455 1.784 -0.893
C 0.392 -1.806 0.340
C 0.643 2.733 -1.393
C 0.266 -1.955 1.868
H -2.465 0.706 0.186
H 1.211 0.549 -0.290
H -0.514 -3.716 0.036
H 0.871 -5.318 -2.210
H -0.831 -4.900 -1.839
H -0.088 -4.330 -3.323
H -3.221 1.759 2.397
H -4.482 1.500 1.128
H -3.791 3.124 1.273
H 1.690 4.090 -3.547
H 1.777 5.319 -2.238
H 0.519 5.468 -3.520
H -0.524 -4.257 3.344
H 0.759 -5.323 2.665
H -0.463 -4.580 1.593
H 2.177 2.169 -0.021
H 1.298 3.632 0.447
H 2.497 3.695 -0.774
H 0.213 0.219 2.397
H 0.881 -0.893 3.622
H 1.869 -0.442 2.310
H -0.720 3.682 -2.761
H -0.309 4.676 -1.384
H 1.559 -2.998 3.285
H 1.870 -3.443 1.680
H -1.077 1.582 -1.758
H 1.442 -1.544 0.176
H 1.146 2.190 -2.166
H -0.767 -2.042 2.131

What did the fourth record say?
50
Properties=species:S:1:pos:R:3 method="wB97M-V/def2-TZVPD" homo_energy_ev=-9.2 smiles="CC[C@@H](C)[C@@H](NC(C)=O)C(=O)N[C@@H](C(=O)NC)[C@H](C)CC" orbital_gap_ev=9.943 e_lumo_ev=0.7 de_lowest_kcal_mol=5.4
O 1.470 -2.688 -2.105
O -1.218 3.530 0.585
O -1.654 -0.771 -0.426
C 0.609 -3.354 -1.581
C -1.400 2.408 0.154
C -0.450 -0.640 -0.199
N -2.467 1.683 0.491
N 0.201 0.535 -0.422
N 0.097 -3.046 -0.392
C 0.096 -4.593 -2.300
C -3.572 2.040 1.380
C 1.096 4.775 -2.908
C 0.113 -4.405 2.497
C 1.725 3.077 -0.361
C 0.830 -0.681 2.578
C 0.102 3.998 -2.098
C 1.047 -3.200 2.345
C -0.455 1.784 -0.893
C 0.392 -1.806 0.340
C 0.643 2.733 -1.393
C 0.266 -1.955 1.868
H -2.465 0.706 0.186
H 1.211 0.549 -0.290
H -0.514 -3.716 0.036
H 0.871 -5.318 -2.210
H -0.831 -4.900 -1.839
H -0.088 -4.330 -3.323
H -3.221 1.759 2.397
H -4.482 1.500 1.128
H -3.791 3.124 1.273
H 1.690 4.090 -3.547
H 1.777 5.319 -2.238
H 0.519 5.468 -3.520
H -0.524 -4.257 3.344
H 0.759 -5.323 2.665
H -0.463 -4.580 1.593
H 2.177 2.169 -0.021
H 1.298 3.632 0.447
H 2.497 3.695 -0.774
H 0.213 0.219 2.397
H 0.881 -0.893 3.622
H 1.869 -0.442 2.310
H -0.720 3.682 -2.761
H -0.309 4.676 -1.384
H 1.559 -2.998 3.285
H 1.870 -3.443 1.680
H -1.077 1.582 -1.758
H 1.442 -1.544 0.176
H 1.146 2.190 -2.166
H -0.767 -2.042 2.131